(w)
{
  "formula": "C3H4N2OS",
  "method": "ωB97M-V/def2-TZVPD",
  "symbols": ["C", "N", "C", "C", "S", "H", "H", "H", "N", "H", "O"],
  "xyz": [[0.14235, 0.89638, 0.08314], [1.93839, -0.56698, 0.17616], [-0.50876, -0.07034, -0.55858], [1.51448, 0.64196, 0.43766], [-3.01105, 0.05451, 0.34266], [2.11588, 1.40885, 0.90227], [-4.05079, -0.62124, -0.31026], [1.19466, -2.14856, -0.89659], [0.98275, -1.39151, -0.14543], [-0.33678, 1.84055, 0.23455], [-1.65796, -0.53524, -0.75804]],
  "lowdin_charge": [-0.101, -0.084, -0.290, -0.172, 0.780, 0.097, -0.112, 0.124, 0.029, 0.100, -0.371],
  "orbital_gap_ev": 7.35,
  "homo_ev": -8.376,
  "charge": 0
}


(x)
{
  "formula": "C3H4N2OS",
  "method": "ωB97M-V/def2-TZVPD",
  "symbols": ["H", "N", "O", "H", "C", "H", "S", "N", "H", "C", "C"],
  "xyz": [[-0.43103, 1.42503, -1.28180], [0.22277, -1.41427, -0.58744], [2.41039, -1.71644, -0.09792], [1.15562, -3.30514, -0.68254], [-0.21635, 0.98492, -0.25983], [-1.24862, 0.75257, 0.18687], [3.01177, 1.04362, 0.65718], [0.69676, -0.14320, -0.21505], [0.17630, 1.77820, 0.26504], [1.97517, -0.03953, 0.10018], [1.21092, -2.18448, -0.42102]],
  "lowdin_charge": [0.112, 0.107, -0.025, 0.161, -0.034, 0.120, 0.721, -0.186, 0.031, -0.710, -0.297],
  "orbital_gap_ev": 9.65,
  "homo_ev": -8.926,
  "charge": 0
}


(y)
{
  "formula": "C3H4N2OS",
  "method": "ωB97M-V/def2-TZVPD",
  "symbols": ["H", "O", "H", "H", "H", "C", "C", "C", "S", "N", "N"],
  "xyz": [[2.20353, 1.12636, -1.01611], [-0.53118, 1.01229, -0.00988], [-3.16984, -0.71604, 0.19942], [1.31674, 1.50386, 0.77056], [3.24386, 1.03229, 0.85210], [-0.17200, -0.23461, 0.02970], [-2.23138, -0.30282, -0.02356], [2.08305, 0.86248, 0.06610], [1.47722, -0.73710, -0.09604], [-1.13366, -1.09606, 0.17638], [-1.87467, 0.92442, -0.12263]],
  "lowdin_charge": [0.027, -0.037, 0.110, 0.095, 0.166, -0.760, -0.178, -0.501, 0.923, 0.092, 0.064],
  "orbital_gap_ev": 9.73,
  "homo_ev": -9.145,
  "charge": 0
}


Most stable: (x). Least stable: (w).